(1)
Below is CH5OP in the gas phase in a non-equilibrium geometry, with properties calculated with the ωB97M-V functional and the def2-TZVPD basis.

Last column: Löwdin charge in e.
Positions of all 8 atoms, in Å:
C  -0.808833  0.536497  -0.020676  -0.342
O  2.239306  0.358735  0.067781  -0.344
P  0.693934  -0.462611  0.030071  0.707
H  -1.077376  0.842917  0.990161  0.037
H  -0.629395  1.418928  -0.631545  0.033
H  -1.605067  -0.066895  -0.447539  0.021
H  0.548335  -1.339824  1.085376  -0.062
H  0.639096  -1.287744  -1.073629  -0.051

Atoms 1-6, force components in eV/Å:
C -0.3801 -0.4438 -0.1515
O 1.7356 0.6009 -0.2435
P -0.9218 0.0945 0.6034
H 0.0446 0.0067 -0.0668
H -0.0440 0.0600 0.0452
H -0.3978 0.2918 -0.0620

Calculated values
multiplicity	3
gap between HOMO and LUMO (alpha / beta)	5.93 / 8.95	eV
net charge	0

(2)
Below is 7 unconnected molecules or ions with the total composition C21H34O21 in a non-equilibrium geometry, with properties calculated with the ωB97M-V functional and the def2-TZVPD basis.

Last column: Löwdin charge in e.
Positions of all 76 atoms, in Å:
C  0.442009  0.519333  -0.127142  -0.115
C  0.193182  0.918287  -1.591720  -0.108
O  -1.128971  0.436311  -1.820122  0.079
C  -1.361616  -0.574664  -0.943619  -0.550
O  -2.217992  -1.391753  -1.032012  0.169
O  -0.488946  -0.515600  0.085036  0.050
H  0.276064  1.389786  0.514662  0.113
H  1.452018  0.176292  0.094520  0.122
H  0.954353  0.455040  -2.211470  0.092
H  0.301753  1.996521  -1.655107  0.129
C  -1.322927  -4.252274  1.136566  -0.102
C  -2.706691  -3.633832  1.379625  -0.100
O  -2.392918  -2.367475  1.954301  0.062
C  -1.110666  -2.347192  2.356284  -0.589
O  -0.663008  -1.510133  3.073812  0.150
O  -0.414990  -3.384389  1.857496  0.049
H  -1.034892  -4.309319  0.091769  0.118
H  -1.251747  -5.242675  1.586067  0.128
H  -3.349917  -4.266285  1.984094  0.128
H  -3.168123  -3.401894  0.419080  0.121
C  -0.653589  -0.120858  -7.285481  -0.083
C  -1.647950  -0.244022  -6.124496  -0.117
O  -1.052843  0.524520  -5.097948  0.065
C  0.277610  0.602125  -5.326858  -0.571
O  1.071232  1.029467  -4.552374  0.153
O  0.578317  0.150088  -6.561168  0.052
H  -0.790479  0.749540  -7.926546  0.131
H  -0.529120  -1.037864  -7.848505  0.128
H  -1.659842  -1.298925  -5.836969  0.135
H  -2.649300  0.087234  -6.372612  0.133
C  4.352432  -0.757664  1.849464  -0.122
C  3.044113  -1.150415  2.528433  -0.101
O  3.382937  -2.385771  3.182456  0.060
C  4.720973  -2.481644  3.291943  -0.575
O  5.297293  -3.285186  3.945854  0.165
O  5.321726  -1.530349  2.536186  0.065
H  4.569163  0.307350  1.918929  0.128
H  4.362549  -1.001873  0.784477  0.119
H  2.218014  -1.405106  1.865951  0.112
H  2.688214  -0.439144  3.274305  0.127
C  -2.048679  5.005131  -2.111984  -0.041
O  -2.951818  4.184406  -1.373467  0.001
C  -2.390079  3.488880  -0.371908  -0.604
O  -1.223433  3.558001  -0.071132  0.110
O  -3.325301  2.704567  0.120690  0.023
C  -3.043403  1.816731  1.208908  0.000
H  -1.448909  4.409127  -2.797470  0.095
H  -1.421214  5.584903  -1.440546  0.093
H  -2.682929  5.679945  -2.683678  0.094
H  -1.994602  1.538798  1.193648  0.063
H  -3.699604  0.973169  1.003273  0.105
H  -3.345216  2.207156  2.179402  0.095
C  1.610346  -5.033116  0.123754  -0.034
O  1.494772  -4.497211  -1.190219  0.013
C  2.270291  -3.472916  -1.511627  -0.613
O  3.143191  -2.993448  -0.833855  0.124
O  1.931313  -3.068353  -2.739151  0.007
C  2.675113  -1.932710  -3.207852  -0.021
H  1.682589  -4.292303  0.908870  0.091
H  2.408557  -5.779584  0.166328  0.107
H  0.730068  -5.665441  0.220480  0.082
H  3.729043  -2.175751  -3.284073  0.101
H  2.507413  -1.055640  -2.587041  0.079
H  2.240536  -1.714368  -4.182024  0.091
C  -0.545546  1.559505  3.885913  -0.007
O  -0.032299  2.773929  4.502941  0.009
C  -0.899088  3.777843  4.493740  -0.623
O  -2.023332  3.739297  4.061332  0.115
O  -0.312920  4.844041  5.041787  0.005
C  -1.132465  6.001768  5.117947  -0.049
H  -1.343263  1.156758  4.498518  0.106
H  0.321516  0.908190  3.874208  0.080
H  -0.832177  1.806655  2.872063  0.065
H  -1.896786  5.883047  5.888663  0.099
H  -1.561482  6.259702  4.154661  0.096
H  -0.497663  6.813689  5.471775  0.093

Atoms 1-6, force components in eV/Å:
C 0.4491 1.0628 -0.1397
C 1.1601 0.1047 1.3223
O 0.1829 -0.3502 -0.1436
C 0.2185 0.5319 0.0813
O -0.2825 -0.1196 -0.1519
O -0.2469 -0.5827 0.1908

Calculated values
structure (SMILES)	COC(=O)OC.COC(=O)OC.COC(=O)OC.O=C1OCCO1.O=C1OCCO1.O=C1OCCO1.O=C1OCCO1
gap between HOMO and LUMO	11.06	eV
net charge	0

(3)
Below is C20H24N4O4S in the gas phase in a non-equilibrium geometry, with properties calculated with the ωB97M-V functional and the def2-TZVPD basis.

Last column: Löwdin charge in e.
Positions of all 53 atoms, in Å:
O  3.409762  0.844374  2.025889  0.078
C  2.523890  0.399584  1.319666  -0.425
N  2.339541  -0.927614  1.128142  -0.045
C  1.170067  -1.539656  0.538460  -0.114
H  1.488951  -2.248642  -0.233815  0.132
H  0.532398  -0.780245  0.088159  0.118
C  0.394100  -2.307863  1.620240  -0.134
N  1.251810  -3.272620  2.272956  -0.083
C  1.303854  -4.546828  1.762896  -0.292
N  0.423263  -4.826345  0.797731  0.106
C  0.364634  -6.053573  0.312845  -0.148
C  1.176935  -7.087498  0.736566  -0.087
C  2.095837  -6.806632  1.741421  -0.079
C  2.167765  -5.534682  2.265590  -0.012
H  2.868575  -5.321409  3.056055  0.095
H  2.750747  -7.580645  2.115339  0.106
H  1.098117  -8.072287  0.306002  0.094
H  -0.375374  -6.200291  -0.464010  0.105
C  2.392080  -2.628153  2.883300  -0.123
H  2.021501  -1.916431  3.628489  0.134
H  3.030217  -3.350326  3.386984  0.108
C  3.197105  -1.869342  1.818731  -0.102
H  3.600297  -2.580527  1.089045  0.135
H  4.012411  -1.306074  2.275212  0.124
H  0.029818  -1.606637  2.377809  0.129
H  -0.442000  -2.841344  1.170807  0.111
C  1.604638  1.317763  0.569027  -0.141
C  1.598814  1.333459  -0.823769  -0.014
C  0.808596  2.245334  -1.500502  -0.040
C  0.032885  3.135582  -0.782852  -0.259
C  0.043532  3.145562  0.598010  -0.039
C  0.840127  2.239031  1.276650  0.007
H  0.880489  2.242921  2.355274  0.125
H  -0.551987  3.876825  1.120772  0.114
S  -1.043706  4.254136  -1.672218  0.684
O  -1.360917  5.366818  -0.823595  -0.277
O  -0.484567  4.503170  -2.968982  -0.277
N  -2.386103  3.247164  -1.835795  -0.226
C  -2.793908  2.941229  -3.193882  -0.171
H  -1.893258  2.833051  -3.795370  0.115
C  -3.672077  4.062318  -3.754976  -0.185
H  -4.078067  3.791473  -4.730947  0.130
O  -4.782946  4.302477  -2.919353  -0.126
C  -4.374334  4.666200  -1.618788  -0.186
H  -5.289434  4.826582  -1.046412  0.130
C  -3.514973  3.569152  -0.983603  -0.170
H  -3.126201  3.906344  -0.024476  0.115
H  -4.103613  2.656403  -0.846545  0.133
H  -3.787190  5.595333  -1.649929  0.123
H  -3.060743  4.972496  -3.846084  0.128
H  -3.347585  1.997188  -3.174041  0.133
H  0.794729  2.292649  -2.577480  0.115
H  2.221500  0.641047  -1.370645  0.127

Atoms 1-6, force components in eV/Å:
O 0.0689 0.2546 0.1832
C -0.0173 0.0158 -0.1031
N 0.1154 -0.1728 -0.0663
C -0.5277 -0.2085 0.0850
H -0.0650 0.0619 -0.0203
H 0.0548 -0.1277 0.0064

Calculated values
structure (SMILES)	O=C(c1ccc(S(=O)(=O)N2CCOCC2)cc1)N1CCN(c2ccccn2)CC1
gap between HOMO and LUMO	8.45	eV
net charge	0

(4)
Below is a molecular structure, C3H3O3Sr in a non-equilibrium geometry, with properties calculated with the ωB97M-V functional and the def2-TZVPD basis.

Last column: Löwdin charge in e.
Positions of all 10 atoms, in Å:
H  0.280521  0.391835  0.193323  0.140
O  -1.548507  -1.238496  -0.075005  0.203
C  -0.990998  -0.610502  -0.922316  -0.691
O  -0.019896  0.308688  -0.736739  -0.062
O  -1.161172  -0.656650  -2.235782  -0.141
Sr  0.243155  1.129394  -3.153401  1.208
H  -1.879488  -1.336392  -2.589822  0.231
C  1.645663  0.681678  3.049557  -0.399
C  0.924244  0.856632  4.043130  -0.379
H  2.506475  0.473816  2.427051  -0.110

Atoms 1-6, force components in eV/Å:
H -0.1691 -0.0959 0.5388
O 0.4093 0.5481 -1.2911
C -0.3843 -0.9947 3.4785
O 0.2435 0.2699 -0.3951
O -2.4567 -2.0985 -3.0658
Sr 0.4721 0.5382 -0.1719

Calculated values
multiplicity	2
gap between HOMO and LUMO (alpha / beta)	4.55 / 4.01	eV
net charge	0

(5)
Below is 2 unconnected molecules or ions with the total composition CH3NO2S in a non-equilibrium geometry, with properties calculated with the ωB97M-V functional and the def2-TZVPD basis.

Last column: Löwdin charge in e.
Positions of all 8 atoms, in Å:
C  0.752876  0.131879  -0.467709  -0.253
N  0.409882  0.315870  0.952357  -0.109
O  -1.575389  -1.104769  -0.000160  -0.317
O  -1.707042  1.341178  -0.286917  -0.284
S  -0.913116  0.170102  -0.108460  0.635
H  1.382717  0.833452  -0.739499  0.008
H  1.024144  -1.436857  -1.081517  0.237
H  0.625926  -0.250854  1.731908  0.083

Atoms 1-6, force components in eV/Å:
C -1.5015 -7.3288 0.3609
N -2.0006 1.0220 -1.5760
O 0.4591 0.4211 -0.5017
O 0.3554 0.1800 -0.2271
S -0.0051 -0.4154 2.1779
H 2.8945 3.1130 -2.4179

Calculated values
gap between HOMO and LUMO	10.54	eV
net charge	0

(6)
Below is 3 unconnected molecules or ions with the total composition C5H8O2, with properties calculated with the ωB97M-V functional and the def2-TZVPD basis.

Last column: Löwdin charge in e.
Positions of all 15 atoms, in Å:
C  -1.541845  0.059376  0.735032  -0.086
C  -1.401872  -0.287654  -0.562762  -0.046
O  -0.021452  0.808721  -1.464885  -0.041
C  0.946346  0.922160  -0.679860  -0.309
C  1.564504  -0.358896  -0.140479  -0.177
O  0.699216  -1.108373  0.684034  -0.105
C  -0.697908  -1.129319  0.427814  -0.265
H  -0.405218  1.049670  0.942458  0.123
H  -2.326518  0.377037  1.407436  0.112
H  -1.959909  -0.396537  -1.478689  0.129
H  0.350892  1.432947  0.746670  0.132
H  1.520880  1.858521  -0.677538  0.128
H  1.878392  -0.941673  -1.021439  0.134
H  2.447256  -0.142463  0.470859  0.129
H  -1.052770  -2.143511  0.611352  0.143

Atoms 1-6, force components in eV/Å:
C -0.1382 -0.1007 -0.1427
C -0.1074 0.0479 0.1707
O 0.2096 0.0071 0.1618
C -0.1894 -0.0339 -0.0840
C 0.1454 0.1122 -0.0767
O 0.0405 0.0216 0.0278

Calculated values
gap between HOMO and LUMO	9.67	eV
net charge	0